Molecular formula: C24H36N5P2Pt
Method: DFT, the ωB97M-V functional and the def2-TZVPD basis

Properties
frontier orbital gap (spin up / spin down) = 7.8 / 7.8 eV
molar mass = 651.61 g/mol
net charge = +1
LUMO level (spin up / spin down) = -2.3 / -2.3 eV
electronic energy = -54743.3203 eV

Positions of all 68 atoms, in Å:
Pt (-0.241, 0.136, 0.046)
C (-3.750, 0.028, -1.092)
P (-2.105, -0.722, -0.973)
C (-1.730, -1.175, -2.690)
C (-2.453, -2.310, -0.167)
C (-1.136, -2.975, 0.212)
P (-0.101, -1.820, 1.205)
C (-0.723, -2.120, 2.875)
C (1.520, -2.619, 1.185)
H (-4.445, -0.667, -1.564)
H (-3.695, 0.939, -1.688)
H (-4.114, 0.288, -0.098)
H (-2.497, -1.836, -3.092)
H (-0.758, -1.666, -2.732)
H (-1.667, -0.267, -3.290)
H (-3.058, -2.953, -0.810)
H (-3.046, -2.098, 0.727)
H (-0.565, -3.257, -0.676)
H (-1.322, -3.886, 0.785)
H (-0.660, -3.185, 3.093)
H (-1.757, -1.786, 2.957)
H (-0.125, -1.564, 3.598)
H (1.429, -3.664, 1.483)
H (2.182, -2.101, 1.879)
H (1.953, -2.556, 0.188)
N (1.433, 0.942, 0.759)
C (2.644, 0.923, 0.401)
C (3.720, 1.276, 1.390)
C (3.407, 2.056, 2.501)
C (4.390, 2.413, 3.409)
C (5.701, 1.990, 3.220)
C (6.016, 1.190, 2.133)
C (5.030, 0.831, 1.222)
C (3.076, 0.646, -1.028)
C (4.035, 1.453, -1.636)
C (4.375, 1.267, -2.970)
C (3.758, 0.275, -3.716)
C (2.805, -0.538, -3.118)
C (2.468, -0.351, -1.787)
H (2.384, 2.385, 2.633)
H (4.135, 3.024, 4.265)
H (6.473, 2.281, 3.920)
H (7.031, 0.844, 1.986)
H (5.279, 0.191, 0.385)
H (4.511, 2.241, -1.064)
H (5.123, 1.902, -3.428)
H (4.020, 0.134, -4.757)
H (2.325, -1.320, -3.695)
H (1.746, -1.007, -1.317)
C (3.024, 4.979, -2.864)
C (2.143, 5.575, -1.768)
C (2.572, 5.076, -0.388)
C (0.662, 5.286, -2.037)
N (0.343, 3.860, -1.965)
C (0.018, 3.124, -0.912)
N (-0.213, 1.905, -1.337)
N (-0.025, 1.903, -2.673)
N (0.306, 3.073, -3.057)
H (4.065, 5.254, -2.699)
H (2.730, 5.346, -3.849)
H (2.954, 3.889, -2.872)
H (2.236, 6.664, -1.793)
H (2.517, 3.985, -0.327)
H (1.948, 5.500, 0.403)
H (3.603, 5.366, -0.189)
H (0.393, 5.617, -3.037)
H (0.036, 5.800, -1.309)
H (-0.048, 3.470, 0.105)

Forces on atoms 1 to 3 (eV/Å):
-0.3152 0.9900 -1.3583
0.1525 0.3622 0.0999
-0.0618 -0.4012 0.1209

Molecular formula: C4H10Cl2O
Method: DFT, the ωB97M-V functional and the def2-TZVPD basis

Properties
frontier orbital gap = 11.4 eV
energy relative to the best compared isomer or geometry (same formula, charge and spin) = 0.000 eV
molar mass = 145.03 g/mol
SMILES string = CCCC(Cl)Cl.O
LUMO level = 0.7 eV
electronic energy = -31402.6052 eV

Positions of all 17 atoms, in Å:
Cl (0.970, 2.500, -0.034)
Cl (-1.288, 1.619, -1.682)
C (-0.418, -1.913, 1.226)
C (-0.630, 1.769, -0.052)
C (0.085, -0.736, 0.368)
C (-0.818, 0.451, 0.705)
H (-1.506, -2.095, 1.226)
H (-0.094, -1.720, 2.263)
H (0.091, -2.822, 0.862)
H (-1.194, 2.487, 0.578)
H (1.145, -0.584, 0.651)
H (0.060, -1.023, -0.701)
H (-1.879, 0.196, 0.524)
H (-0.702, 0.662, 1.786)
O (1.773, 0.411, -2.854)
H (1.872, 1.009, -2.079)
H (2.531, -0.212, -2.786)

Forces on atoms 1 to 3 (eV/Å):
0.7111 -0.2704 -0.1615
0.0764 0.2667 -0.0707
0.7957 -0.3699 0.0081

Molecular formula: C3H6N2O
Method: DFT, the ωB97M-V functional and the def2-TZVPD basis

Properties
frontier orbital gap = 11.2 eV
energy relative to the best compared isomer or geometry (same formula, charge and spin) = 1.830 eV
molar mass = 86.09 g/mol
SMILES string = N=C=NC=O.C
LUMO level = 0.6 eV
electronic energy = -8234.8689 eV

Positions of all 12 atoms, in Å:
C (2.253, -0.314, 0.089)
N (-0.904, 0.450, 0.499)
C (-1.228, -0.609, -0.045)
N (-1.510, -1.702, -0.482)
C (-1.834, 1.511, 0.381)
O (-1.486, 2.653, 0.372)
H (2.242, -1.368, 0.382)
H (3.234, 0.115, 0.304)
H (2.046, -0.230, -0.982)
H (1.483, 0.226, 0.651)
H (-1.401, -1.939, -1.458)
H (-2.893, 1.206, 0.287)

Forces on atoms 1 to 3 (eV/Å):
-0.0825 0.0663 0.1165
-0.5327 -0.3889 -0.3513
0.2584 -0.3299 -0.0538

Molecular formula: C4H11NS2
Method: DFT, the ωB97M-V functional and the def2-TZVPD basis

Properties
frontier orbital gap = 9.2 eV
energy relative to the best compared isomer or geometry (same formula, charge and spin) = 0.489 eV
molar mass = 137.27 g/mol
SMILES string = CCSSCCN
LUMO level = 0.8 eV
electronic energy = -27486.7766 eV

Positions of all 18 atoms, in Å:
N (2.571, -0.348, 2.778)
C (1.128, -0.068, 2.630)
C (0.810, 0.378, 1.193)
S (0.106, -1.002, 0.237)
S (-1.358, -0.194, -0.913)
C (-0.582, 0.858, -2.162)
C (-1.694, 1.358, -3.097)
H (2.710, -1.338, 2.614)
H (2.859, -0.177, 3.732)
H (0.861, 0.757, 3.291)
H (0.523, -0.915, 2.958)
H (1.766, 0.599, 0.726)
H (0.166, 1.253, 1.150)
H (0.215, 0.370, -2.686)
H (-0.083, 1.714, -1.705)
H (-2.070, 2.341, -2.833)
H (-1.246, 1.391, -4.088)
H (-2.564, 0.704, -3.063)

Forces on atoms 1 to 3 (eV/Å):
-0.4029 -0.1325 0.0536
0.2634 0.4901 0.1978
0.2421 -0.5306 0.1303

Molecular formula: C4H8O3S
Method: DFT, the ωB97M-V functional and the def2-TZVPD basis

Properties
frontier orbital gap = 10.0 eV
energy relative to the best compared isomer or geometry (same formula, charge and spin) = 2.444 eV
molar mass = 136.17 g/mol
SMILES string = C1OCOCSCO1
LUMO level = 0.9 eV
electronic energy = -21253.2742 eV

Positions of all 16 atoms, in Å:
C (1.592, -0.480, 0.160)
C (0.767, 1.661, 0.341)
C (-1.691, 0.385, -0.219)
C (-0.617, -1.580, -0.584)
H (1.171, -0.735, 1.140)
H (2.539, -1.121, 0.125)
H (1.121, 2.732, 0.241)
H (0.446, 1.440, 1.389)
H (-2.761, 0.827, -0.350)
H (-1.484, 0.411, 0.921)
H (-0.728, -2.469, -1.202)
H (-0.666, -1.912, 0.488)
O (1.939, 0.892, 0.111)
O (-1.702, -0.771, -0.915)
O (0.691, -0.987, -0.819)
S (-0.618, 1.706, -0.825)

Forces on atoms 1 to 3 (eV/Å):
0.7455 -1.9558 0.9437
0.8129 1.9192 0.3967
-2.4816 3.4381 1.6271

Molecular formula: C5H6OS2
Method: DFT, the ωB97M-V functional and the def2-TZVPD basis

Properties
frontier orbital gap = 8.5 eV
energy relative to the best compared isomer or geometry (same formula, charge and spin) = 1.823 eV
molar mass = 146.24 g/mol
SMILES string = C=C[C@H]1OCC(=S)S1
LUMO level = -0.1 eV
electronic energy = -28998.1331 eV

Positions of all 14 atoms, in Å:
C (-1.851, -0.636, -0.778)
C (-1.396, 0.617, -0.551)
C (-0.372, 1.025, 0.557)
C (1.021, -0.766, 0.576)
C (1.973, 0.303, 0.074)
H (-1.468, -1.456, -0.210)
H (-2.534, -1.025, -1.567)
H (-1.526, 1.460, -1.206)
H (-0.783, 1.715, 1.208)
H (1.516, -1.483, 1.300)
H (0.646, -1.334, -0.359)
O (0.078, -0.086, 1.383)
S (3.469, -0.139, -0.374)
S (1.226, 1.805, -0.054)

Forces on atoms 1 to 3 (eV/Å):
0.1926 0.9080 -0.4344
1.1792 -0.9758 0.2034
0.2528 -2.6567 -0.4784

Molecular formula: C7H39NO13
Method: DFT, the ωB97M-V functional and the def2-TZVPD basis

Properties
frontier orbital gap = 9.0 eV
energy relative to the best compared isomer or geometry (same formula, charge and spin) = 2.809 eV
molar mass = 345.38 g/mol
LUMO level = 0.1 eV
electronic energy = -35999.3590 eV

Positions of all 60 atoms, in Å:
C (-0.337, 0.116, 0.535)
C (0.278, -1.274, 0.466)
C (-0.484, -2.312, 1.273)
C (-1.692, -2.036, 3.465)
C (-0.598, -1.905, 2.715)
C (0.702, -1.608, 3.384)
C (0.912, -0.586, 4.193)
N (-1.703, 0.020, -0.141)
H (-0.544, 0.362, 1.580)
H (0.066, 0.959, 0.002)
H (0.423, -1.440, -0.603)
H (1.306, -1.309, 0.846)
H (-1.389, -2.688, 0.791)
H (0.101, -3.240, 1.281)
H (-2.590, -2.559, 3.160)
H (-1.666, -1.640, 4.473)
H (1.493, -2.278, 3.065)
H (0.238, 0.245, 4.382)
H (1.863, -0.364, 4.669)
H (-2.284, 0.751, 0.261)
H (-2.123, -0.850, 0.171)
H (1.700, 1.060, -4.247)
H (0.691, 0.230, -3.353)
O (1.649, 0.344, -3.609)
H (-1.024, 3.336, 0.511)
H (-2.425, 3.791, 0.552)
O (-1.855, 3.143, 0.987)
H (-0.884, -2.087, -2.857)
H (-1.279, -3.325, -3.773)
O (-1.019, -3.050, -2.893)
H (1.596, 2.854, 1.159)
H (2.632, 1.705, 0.924)
O (1.687, 1.897, 1.037)
H (2.579, -1.301, -1.269)
H (2.775, -0.163, -2.344)
O (3.205, -0.672, -1.635)
H (0.625, 4.901, 1.573)
H (0.641, 5.251, 0.027)
O (0.630, 4.544, 0.677)
H (-1.832, -4.549, -1.239)
H (-0.331, -4.673, -0.998)
O (-1.177, -5.033, -0.730)
H (-0.821, 2.934, 2.885)
H (0.439, 2.329, 2.365)
O (0.136, 2.995, 3.003)
H (-0.560, 2.728, -2.064)
H (-1.786, 1.838, -1.575)
O (-1.366, 2.263, -2.331)
H (3.913, 0.241, -0.199)
H (5.040, 0.668, 0.741)
O (4.081, 0.624, 0.682)
H (2.057, 2.266, -1.201)
H (1.471, 1.752, -2.409)
O (1.321, 2.481, -1.775)
H (-3.840, -2.589, -1.052)
H (-3.298, -2.476, -2.491)
O (-4.040, -2.241, -1.924)
H (-0.842, -0.276, -2.051)
H (-1.463, 0.452, -3.156)
O (-0.856, -0.295, -3.030)

Forces on atoms 1 to 3 (eV/Å):
-2.6933 -0.3068 0.1221
1.1606 1.0410 -0.3997
0.2804 -1.1977 -0.3111